(1)
A molecular structure, C41H41N7Re. Source: the OMol25 dataset; level of theory: the ωB97M-V functional and the def2-TZVPD basis.

Output
* energy above the lowest of the compared OMol25 structures with the same formula, charge and spin: 16.1 kJ/mol
* expectation value of S²: 3.82
* strongest force on any atom: 0.4 eV/A
* orbital gap (alpha / beta): 6.216 / 6.160 eV

```
! wB97M-V def2-TZVPD RIJCOSX def2/J DEFGRID3
* xyz 2 4
Re -0.10 0.72 0.32
N 2.14 0.01 0.41
N -1.89 1.75 0.67
N 0.27 1.30 -1.78
N 0.32 0.35 -2.76
N 4.57 -0.66 0.90
N -1.25 -0.58 -0.69
N -3.13 1.42 0.25
C 0.36 2.47 -2.40
C -4.05 2.06 0.99
C -6.22 0.38 -3.42
C -0.96 0.34 5.74
C 3.94 0.65 5.40
C 0.21 0.33 4.88
C 0.42 -3.72 -1.82
C -2.90 -1.16 -2.39
C 1.09 -1.91 -3.23
C 0.45 2.30 -3.79
C -0.84 0.48 7.12
C 0.33 -1.04 -2.46
C -2.24 0.24 5.18
C 3.63 -1.60 1.61
C -3.36 0.27 5.99
C -0.34 -2.85 -1.05
C 2.85 1.07 1.20
C 1.86 -1.01 6.22
C 4.21 -0.46 6.21
C 0.06 0.60 2.29
C -1.96 0.52 7.93
C -2.06 2.62 1.68
C -3.38 0.63 -0.90
C 2.64 0.91 5.00
C 3.17 -1.28 6.62
C 4.33 -0.70 -0.58
C 2.91 -0.16 -0.85
C -3.23 0.41 7.37
C -4.56 0.87 -1.60
C -2.50 -0.38 -1.30
C 1.13 -3.27 -2.93
C -3.40 2.85 1.91
C 1.59 0.08 5.40
C -4.95 0.09 -2.68
C 2.20 -1.28 1.14
C 0.14 0.47 3.53
C -4.10 -0.94 -3.05
C -0.41 -1.49 -1.37
C 0.43 0.94 -3.97
C 4.35 0.74 1.39
C 1.95 -4.22 -3.76
H -2.35 0.13 4.11
H -6.13 1.30 -4.00
H -4.35 0.18 5.55
H 5.53 -0.93 1.10
H 0.44 0.35 -4.87
H -3.85 3.48 2.66
H -1.20 2.98 2.22
H 5.01 1.39 0.83
H 2.08 -3.85 -4.77
H 4.44 -1.74 -0.89
H -5.10 1.88 0.83
H 2.74 2.02 0.68
H 5.22 -0.66 6.53
H 0.14 0.59 7.57
H 3.76 -1.43 2.68
H -0.94 -3.20 -0.22
H 3.37 -2.13 7.25
H 0.32 3.38 -1.83
H 2.41 1.79 4.41
H -4.36 -1.59 -3.88
H 2.36 1.15 2.17
H -1.86 0.64 9.00
H 1.05 -1.65 6.55
H -2.27 -1.97 -2.73
H 4.63 0.76 2.44
H 0.43 -4.77 -1.57
H 3.94 -2.61 1.36
H 2.38 -0.87 -1.48
H 4.74 1.32 5.13
H 1.66 -1.53 -4.07
H -5.18 1.70 -1.31
H 1.82 -2.05 0.47
H -4.11 0.43 8.00
H -7.06 0.50 -2.74
H 0.50 3.06 -4.55
H -6.47 -0.43 -4.11
H 1.55 -1.22 2.01
H 1.46 -5.19 -3.82
H 5.10 -0.11 -1.06
H 2.95 0.81 -1.36
H 2.94 -4.37 -3.33
*
```

=====

(2)
2 unconnected molecules or ions with the total composition C3H5NO3 in a non-equilibrium geometry. Source: the OMol25 dataset; level of theory: the ωB97M-V functional and the def2-TZVPD basis.

Output
* energy above the lowest of the compared OMol25 structures with the same formula, charge and spin: 576.8 kJ/mol
* strongest force on any atom: 1.7 eV/A
* orbital gap: 10.597 eV

```
! wB97M-V def2-TZVPD RIJCOSX def2/J DEFGRID3
* xyz 0 1
O 0.81 1.27 0.25
O -1.91 0.84 -0.54
O -3.82 0.13 0.16
N -2.68 0.27 0.47
C 1.74 0.31 -0.24
C 1.14 -1.01 -0.19
C 0.44 -1.97 -0.02
H -0.98 0.95 -0.23
H 2.67 0.33 0.33
H 1.94 0.58 -1.28
H 0.74 1.16 1.21
H -0.11 -2.86 0.09
*
```

=====

Question: What is the energy above the lowest of the compared OMol25 structures with the same formula, charge and spin in the second record?
Answer: 576.8 kJ/mol

=====

Question: Among the records above, which one has the highest strongest force on any atom?
Answer: C3H5NO3

=====

Copy entry 1 word for word.
A molecular structure, C41H41N7Re. Source: the OMol25 dataset; level of theory: the ωB97M-V functional and the def2-TZVPD basis.

Output
* energy above the lowest of the compared OMol25 structures with the same formula, charge and spin: 16.1 kJ/mol
* expectation value of S²: 3.82
* strongest force on any atom: 0.4 eV/A
* orbital gap (alpha / beta): 6.216 / 6.160 eV

```
! wB97M-V def2-TZVPD RIJCOSX def2/J DEFGRID3
* xyz 2 4
Re -0.10 0.72 0.32
N 2.14 0.01 0.41
N -1.89 1.75 0.67
N 0.27 1.30 -1.78
N 0.32 0.35 -2.76
N 4.57 -0.66 0.90
N -1.25 -0.58 -0.69
N -3.13 1.42 0.25
C 0.36 2.47 -2.40
C -4.05 2.06 0.99
C -6.22 0.38 -3.42
C -0.96 0.34 5.74
C 3.94 0.65 5.40
C 0.21 0.33 4.88
C 0.42 -3.72 -1.82
C -2.90 -1.16 -2.39
C 1.09 -1.91 -3.23
C 0.45 2.30 -3.79
C -0.84 0.48 7.12
C 0.33 -1.04 -2.46
C -2.24 0.24 5.18
C 3.63 -1.60 1.61
C -3.36 0.27 5.99
C -0.34 -2.85 -1.05
C 2.85 1.07 1.20
C 1.86 -1.01 6.22
C 4.21 -0.46 6.21
C 0.06 0.60 2.29
C -1.96 0.52 7.93
C -2.06 2.62 1.68
C -3.38 0.63 -0.90
C 2.64 0.91 5.00
C 3.17 -1.28 6.62
C 4.33 -0.70 -0.58
C 2.91 -0.16 -0.85
C -3.23 0.41 7.37
C -4.56 0.87 -1.60
C -2.50 -0.38 -1.30
C 1.13 -3.27 -2.93
C -3.40 2.85 1.91
C 1.59 0.08 5.40
C -4.95 0.09 -2.68
C 2.20 -1.28 1.14
C 0.14 0.47 3.53
C -4.10 -0.94 -3.05
C -0.41 -1.49 -1.37
C 0.43 0.94 -3.97
C 4.35 0.74 1.39
C 1.95 -4.22 -3.76
H -2.35 0.13 4.11
H -6.13 1.30 -4.00
H -4.35 0.18 5.55
H 5.53 -0.93 1.10
H 0.44 0.35 -4.87
H -3.85 3.48 2.66
H -1.20 2.98 2.22
H 5.01 1.39 0.83
H 2.08 -3.85 -4.77
H 4.44 -1.74 -0.89
H -5.10 1.88 0.83
H 2.74 2.02 0.68
H 5.22 -0.66 6.53
H 0.14 0.59 7.57
H 3.76 -1.43 2.68
H -0.94 -3.20 -0.22
H 3.37 -2.13 7.25
H 0.32 3.38 -1.83
H 2.41 1.79 4.41
H -4.36 -1.59 -3.88
H 2.36 1.15 2.17
H -1.86 0.64 9.00
H 1.05 -1.65 6.55
H -2.27 -1.97 -2.73
H 4.63 0.76 2.44
H 0.43 -4.77 -1.57
H 3.94 -2.61 1.36
H 2.38 -0.87 -1.48
H 4.74 1.32 5.13
H 1.66 -1.53 -4.07
H -5.18 1.70 -1.31
H 1.82 -2.05 0.47
H -4.11 0.43 8.00
H -7.06 0.50 -2.74
H 0.50 3.06 -4.55
H -6.47 -0.43 -4.11
H 1.55 -1.22 2.01
H 1.46 -5.19 -3.82
H 5.10 -0.11 -1.06
H 2.95 0.81 -1.36
H 2.94 -4.37 -3.33
*
```

=====

Question: Among the records above, which one has the lowest strongest force on any atom?
Answer: C41H41N7Re